Computed, not measured: C4H5NO in the gas phase at a distorted geometry, with wB97M-V/def2-TZVPD.

Geometry (Å):
O  0.011  -1.571  0.358
N  -0.603  0.768  -1.059
C  0.085  -0.331  1.017
C  0.311  -0.035  -1.376
C  0.974  -0.656  -0.111
C  -0.858  0.916  0.330
H  -0.726  1.979  0.640
H  -1.848  0.478  0.552
H  1.934  -0.868  -0.024
H  0.584  -0.294  -2.463
H  0.136  -0.386  2.135

Atomic forces in eV per Å
-1.11 -0.85 0.52
-0.76 0.53 -1.81
-0.77 2.96 -0.28
1.55 -0.05 0.51
-3.91 1.22 -1.19
0.47 -3.14 1.46
0.02 -1.10 0.24
-0.10 1.06 -0.28
4.27 -1.27 0.25
-0.41 0.50 1.81
0.74 0.16 -1.23

Values from the calculation:
HOMO = -8.90 eV
structure (SMILES) = C1=NC[C@H]2O[C@@H]12
energy relative to the best compared isomer or geometry (same formula, charge and spin) = 301.1 kJ/mol
energy = -285.299890 hartree

Atomic partial charges in e from the Mulliken method, atoms 1 to 6: -0.409 -0.474 -0.106 -0.172 -0.280 -0.416